{
  "formula": "C33H88O33S11",
  "method": "ωB97M-V with the def2-TZVPD basis set",
  "symbols": ["S", "S", "S", "S", "S", "S", "S", "S", "S", "S", "S", "O", "O", "O", "O", "O", "O", "O", "O", "O", "O", "O", "O", "O", "O", "O", "O", "O", "O", "O", "O", "O", "O", "O", "O", "O", "O", "O", "O", "O", "O", "O", "O", "O", "C", "C", "C", "C", "C", "C", "C", "C", "C", "C", "C", "C", "C", "C", "C", "C", "C", "C", "C", "C", "C", "C", "C", "C", "C", "C", "C", "C", "C", "C", "C", "C", "C", "H", "H", "H", "H", "H", "H", "H", "H", "H", "H", "H", "H", "H", "H", "H", "H", "H", "H", "H", "H", "H", "H", "H", "H", "H", "H", "H", "H", "H", "H", "H", "H", "H", "H", "H", "H", "H", "H", "H", "H", "H", "H", "H", "H", "H", "H", "H", "H", "H", "H", "H", "H", "H", "H", "H", "H", "H", "H", "H", "H", "H", "H", "H", "H", "H", "H", "H", "H", "H", "H", "H", "H", "H", "H", "H", "H", "H", "H", "H", "H", "H", "H", "H", "H", "H", "H", "H", "H"],
  "xyz": [[21.400, -20.674, -34.610], [14.251, -11.804, -33.562], [11.795, -15.869, -27.794], [16.748, -16.397, -26.555], [25.801, -16.344, -31.541], [23.337, -14.519, -33.655], [16.896, -15.669, -32.164], [20.796, -11.709, -30.924], [14.342, -15.967, -36.094], [16.971, -14.497, -35.922], [16.612, -13.158, -29.160], [13.367, -17.271, -36.448], [20.759, -19.317, -33.938], [15.654, -16.306, -36.674], [16.153, -16.468, -33.209], [19.528, -11.817, -31.896], [12.650, -16.603, -26.858], [20.357, -12.019, -29.537], [17.059, -17.787, -26.205], [22.546, -20.368, -35.498], [20.390, -21.556, -35.149], [12.863, -12.787, -33.565], [16.594, -12.191, -27.765], [16.795, -12.263, -30.325], [10.995, -14.717, -27.389], [25.619, -14.918, -31.658], [15.450, -14.090, -29.095], [16.332, -13.791, -34.808], [15.095, -12.332, -32.521], [18.545, -14.025, -35.981], [21.902, -12.522, -31.435], [12.700, -15.221, -29.040], [16.427, -14.495, -37.315], [25.914, -17.205, -32.744], [13.639, -14.694, -36.391], [22.873, -13.335, -34.714], [13.824, -10.402, -33.676], [17.074, -16.169, -30.784], [18.334, -15.151, -32.826], [24.687, -15.001, -33.997], [17.310, -15.212, -25.861], [22.305, -15.529, -33.625], [24.632, -17.003, -30.580], [16.934, -16.217, -28.157], [22.583, -15.898, -30.539], [10.832, -13.729, -34.401], [17.209, -16.271, -35.486], [20.763, -14.831, -32.341], [14.340, -16.218, -34.259], [22.554, -12.217, -36.663], [21.127, -9.854, -31.037], [13.823, -15.963, -29.429], [19.340, -14.587, -31.873], [20.589, -16.985, -33.669], [23.148, -13.482, -36.056], [16.023, -13.954, -32.026], [16.384, -12.744, -26.431], [14.915, -16.265, -26.663], [11.855, -12.600, -34.559], [18.153, -14.149, -28.899], [13.801, -15.912, -30.952], [18.386, -11.095, -31.500], [27.282, -16.655, -30.409], [16.573, -17.308, -29.034], [12.396, -17.051, -37.528], [15.614, -11.710, -25.589], [17.887, -10.183, -32.587], [20.648, -13.272, -34.957], [14.912, -12.419, -35.153], [21.532, -18.177, -33.974], [17.784, -17.803, -29.809], [23.371, -17.076, -31.149], [10.774, -17.025, -28.923], [23.375, -13.431, -32.153], [11.507, -18.305, -37.688], [22.026, -21.363, -33.086], [19.234, -13.811, -34.772], [17.138, -9.493, -32.199], [14.608, -16.581, -31.250], [18.758, -9.664, -32.987], [22.902, -20.799, -32.767], [21.363, -14.012, -35.317], [22.956, -18.021, -30.799], [14.568, -11.782, -35.967], [15.981, -13.444, -32.988], [23.232, -11.868, -37.442], [20.990, -14.738, -33.403], [10.016, -13.626, -35.116], [21.456, -14.199, -31.786], [17.980, -14.824, -28.061], [18.670, -13.037, -34.251], [23.696, -12.414, -32.382], [21.944, -17.944, -34.956], [18.550, -10.590, -30.549], [15.985, -12.228, -35.119], [22.814, -14.442, -36.450], [22.472, -16.033, -29.463], [13.626, -15.463, -33.931], [14.646, -15.417, -28.968], [20.493, -16.904, -32.586], [19.187, -15.037, -30.892], [15.757, -16.887, -29.623], [10.313, -17.804, -28.315], [16.485, -13.328, -31.263], [11.252, -14.735, -34.412], [21.577, -16.030, -30.937], [22.363, -13.460, -31.750], [14.062, -17.240, -33.999], [27.438, -17.732, -30.337], [18.357, -18.408, -29.106], [10.894, -18.225, -38.585], [23.394, -17.058, -32.239], [22.347, -18.338, -33.267], [12.192, -12.672, -35.593], [12.055, -19.231, -37.864], [14.475, -16.008, -25.699], [21.146, -13.001, -34.026], [22.047, -9.657, -30.487], [19.562, -16.935, -34.033], [10.313, -13.759, -33.442], [17.476, -10.773, -33.407], [18.519, -17.049, -30.091], [20.223, -9.365, -30.674], [11.476, -17.534, -29.583], [11.450, -11.616, -34.324], [14.773, -11.252, -26.111], [21.060, -16.047, -33.964], [10.087, -16.414, -29.509], [17.581, -11.785, -31.251], [17.499, -18.442, -30.644], [21.584, -12.390, -37.130], [22.337, -22.395, -33.245], [17.325, -13.179, -26.095], [16.262, -16.788, -35.642], [14.698, -15.401, -27.290], [16.189, -10.822, -25.326], [18.997, -13.466, -28.797], [28.188, -16.208, -30.820], [21.319, -9.670, -32.094], [26.956, -16.230, -29.461], [14.036, -14.893, -31.260], [15.202, -12.236, -24.727], [17.662, -16.233, -34.496], [24.094, -13.898, -31.479], [20.663, -12.495, -35.721], [13.912, -16.979, -29.046], [20.965, -15.862, -32.052], [22.486, -11.453, -35.889], [15.661, -13.554, -26.519], [16.091, -18.169, -28.571], [12.930, -16.792, -38.443], [15.311, -16.003, -33.812], [14.976, -14.146, -31.791], [10.788, -18.491, -36.890], [19.147, -14.655, -34.089], [18.319, -14.693, -29.828], [11.777, -16.161, -37.418], [23.076, -14.931, -30.640], [17.961, -16.615, -36.196], [21.193, -21.229, -32.395], [12.857, -16.312, -31.322], [19.189, -13.536, -31.628], [14.420, -17.163, -27.033], [24.237, -13.515, -36.095], [14.763, -13.490, -35.290]],
  "lowdin_charge": [0.664, 0.785, 0.747, 0.741, 0.721, 0.827, 0.950, 0.820, 0.805, 0.820, 0.907, -0.261, -0.249, -0.417, -0.323, -0.267, -0.346, -0.283, -0.286, -0.307, -0.283, -0.274, -0.247, -0.332, -0.290, -0.323, -0.291, -0.438, -0.351, -0.205, -0.329, -0.235, -0.274, -0.296, -0.301, -0.395, -0.289, -0.439, -0.326, -0.281, -0.312, -0.404, -0.254, -0.347, -0.032, -0.063, -0.119, -0.169, -0.078, -0.056, -0.046, -0.361, -0.130, -0.040, -0.286, -0.124, -0.241, -0.135, -0.270, -0.043, -0.026, -0.300, -0.077, -0.247, -0.245, -0.047, -0.019, -0.047, -0.148, -0.248, -0.081, -0.266, -0.063, -0.123, -0.068, -0.122, -0.238, 0.102, 0.071, 0.075, 0.067, 0.068, 0.134, 0.096, 0.037, 0.084, 0.038, 0.080, 0.048, 0.045, 0.115, 0.114, 0.128, 0.120, 0.070, 0.140, 0.098, 0.065, 0.022, 0.069, 0.081, 0.072, 0.061, -0.017, 0.065, 0.053, -0.160, 0.097, 0.062, 0.084, 0.073, 0.084, 0.103, 0.106, 0.075, 0.087, 0.089, 0.073, 0.090, 0.072, 0.073, 0.077, 0.066, 0.050, 0.119, 0.081, 0.010, 0.069, -0.008, 0.108, 0.078, 0.075, 0.102, -0.012, 0.040, 0.073, 0.061, 0.068, 0.071, 0.060, 0.057, 0.083, 0.027, 0.047, 0.074, 0.113, 0.019, 0.097, 0.085, 0.131, 0.116, -0.160, 0.048, 0.072, 0.057, 0.019, 0.105, 0.065, 0.107, 0.070, 0.097, 0.088, 0.066, 0.123, 0.028],
  "orbital_gap_ev": 9.242,
  "e_homo_ev": -9.35,
  "de_lowest_kcal_mol": 903.8,
  "e_tot_ev": -222359.57210,
  "total_charge": 0,
  "spin_multiplicity": 1
}